Density functional theory data (the ωB97M-V functional and the def2-TZVPD basis) for a molecular structure, C32H40GeIrN7S2.

Element x y z (Å)
Ir (0.192, -0.079, 0.811)
C (-0.929, 0.993, 4.917)
C (-0.806, 0.615, 3.481)
N (0.289, 0.387, 2.855)
N (1.526, 0.427, 3.439)
C (2.617, 0.287, 2.650)
N (3.802, 0.419, 3.243)
S (2.539, -0.043, 0.983)
C (-2.022, 0.435, 2.648)
C (-3.284, 0.584, 3.182)
C (-4.399, 0.349, 2.383)
C (-4.206, -0.045, 1.077)
C (-2.909, -0.172, 0.596)
N (-1.839, 0.075, 1.348)
H (0.024, 1.093, 5.429)
H (-1.513, 0.242, 5.451)
H (-1.448, 1.949, 4.987)
H (1.607, 0.756, 4.390)
H (3.906, 0.487, 4.243)
H (4.635, 0.243, 2.704)
H (-3.409, 0.881, 4.213)
H (-5.394, 0.465, 2.789)
H (-5.034, -0.251, 0.413)
H (-2.727, -0.465, -0.428)
N (0.344, 2.180, 0.602)
N (1.181, 2.906, 1.509)
C (0.557, 3.792, 2.367)
N (1.403, 4.568, 3.062)
S (-1.092, 3.841, 2.563)
H (0.681, 2.377, -0.344)
H (-0.588, 2.603, 0.715)
H (2.012, 3.261, 1.051)
H (2.384, 4.623, 2.837)
H (1.009, 5.312, 3.614)
C (3.562, 3.015, -2.875)
C (3.852, 1.723, -2.448)
C (2.822, 0.853, -2.126)
C (1.485, 1.247, -2.233)
C (1.211, 2.541, -2.685)
C (2.242, 3.422, -2.996)
Ge (0.046, 0.017, -1.732)
C (-1.686, 0.813, -2.211)
C (-2.139, 2.034, -1.700)
C (-3.403, 2.520, -1.997)
C (-4.250, 1.788, -2.820)
C (-3.814, 0.587, -3.357)
C (-2.543, 0.107, -3.058)
C (0.209, -1.652, -2.712)
C (-0.710, -2.681, -2.506)
C (-0.633, -3.864, -3.225)
C (0.380, -4.037, -4.160)
C (1.296, -3.020, -4.383)
C (1.207, -1.832, -3.668)
H (4.365, 3.692, -3.135)
H (4.881, 1.394, -2.381)
H (3.068, -0.157, -1.813)
H (0.184, 2.859, -2.830)
H (2.012, 4.416, -3.357)
H (-1.502, 2.644, -1.070)
H (-3.723, 3.474, -1.597)
H (-5.236, 2.165, -3.057)
H (-4.457, 0.024, -4.021)
H (-2.220, -0.826, -3.500)
H (-1.514, -2.560, -1.783)
H (-1.360, -4.649, -3.063)
H (0.446, -4.960, -4.721)
H (2.077, -3.147, -5.121)
H (1.919, -1.041, -3.871)
C (2.017, -3.220, -0.162)
C (0.781, -3.186, 0.739)
C (-0.077, -4.427, 0.464)
C (1.206, -3.227, 2.231)
C (-0.065, -1.944, 0.668)
H (2.565, -4.142, 0.039)
H (2.696, -2.390, 0.019)
H (1.733, -3.220, -1.214)
H (0.514, -5.328, 0.629)
H (-0.428, -4.445, -0.567)
H (-0.941, -4.468, 1.132)
H (1.677, -4.191, 2.423)
H (0.347, -3.142, 2.902)
H (1.921, -2.438, 2.462)
H (-1.126, -2.235, 0.666)

## Properties
Net charge = +2
DFT total energy = -125277.02606 eV
M = 851.7 g/mol

Density functional theory data (the ωB97M-V functional and the def2-TZVPD basis) for a gas-phase ion, C32H40N3O4 (charge +1) in a non-equilibrium geometry.

Element x y z (Å)
C (6.690, 2.298, -1.859)
O (5.922, 3.452, -2.258)
C (4.568, 3.341, -2.293)
C (3.832, 2.185, -2.020)
C (2.508, 2.290, -1.594)
C (1.794, 1.083, -1.040)
C (1.692, 1.102, 0.489)
C (3.064, 1.097, 1.187)
O (3.961, 1.935, 1.083)
N (3.113, -0.012, 1.975)
C (4.310, -0.351, 2.713)
C (1.932, -0.868, 1.933)
C (2.313, -2.230, 1.329)
C (1.359, -1.051, 3.350)
N (1.049, -0.079, 1.054)
C (-0.236, -0.411, 0.727)
C (-0.875, -1.526, 1.171)
C (-2.338, -1.747, 0.904)
N (-2.482, -2.102, -0.491)
C (-3.836, -2.243, -1.054)
C (-4.513, -1.070, -1.317)
C (-5.867, -1.170, -1.639)
C (-6.496, -2.417, -1.647)
C (-7.980, -2.495, -1.828)
C (-5.748, -3.587, -1.473)
C (-4.388, -3.511, -1.178)
C (-3.038, -2.853, 1.702)
C (-4.431, -2.844, 1.847)
C (-5.098, -3.993, 2.282)
C (-4.367, -5.085, 2.766)
C (-2.973, -5.022, 2.778)
C (-2.305, -3.920, 2.227)
C (1.857, 3.524, -1.635)
C (2.536, 4.675, -2.056)
O (2.051, 5.945, -2.047)
C (0.635, 6.149, -1.852)
C (3.882, 4.563, -2.475)
O (4.577, 5.680, -2.841)
C (5.137, 6.503, -1.771)
H (7.726, 2.640, -1.874)
H (6.406, 1.969, -0.849)
H (6.553, 1.472, -2.573)
H (4.327, 1.209, -2.018)
H (0.769, 1.041, -1.439)
H (2.322, 0.164, -1.339)
H (1.157, 2.018, 0.812)
H (5.060, 0.425, 2.543)
H (4.093, -0.417, 3.784)
H (4.704, -1.318, 2.380)
H (2.875, -2.080, 0.394)
H (2.939, -2.775, 2.050)
H (1.431, -2.837, 1.111)
H (1.395, -0.091, 3.883)
H (0.321, -1.393, 3.312)
H (1.964, -1.796, 3.886)
H (-0.751, 0.326, 0.097)
H (-0.323, -2.323, 1.663)
H (-2.875, -0.794, 1.025)
H (-2.059, -3.012, -0.675)
H (-2.041, -1.423, -1.112)
H (-4.011, -0.099, -1.206)
H (-6.448, -0.273, -1.871)
H (-8.300, -3.539, -1.885)
H (-8.512, -2.008, -1.002)
H (-8.295, -1.995, -2.750)
H (-6.254, -4.553, -1.556)
H (-3.803, -4.409, -0.945)
H (-5.015, -1.956, 1.585)
H (-6.189, -4.043, 2.239)
H (-4.881, -5.980, 3.123)
H (-2.380, -5.840, 3.197)
H (-1.214, -3.908, 2.211)
H (0.814, 3.593, -1.308)
H (0.486, 7.215, -2.022)
H (0.044, 5.564, -2.572)
H (0.340, 5.877, -0.829)
H (5.654, 7.307, -2.295)
H (4.326, 6.899, -1.148)
H (5.836, 5.908, -1.173)

## Properties
Net charge = +1
DFT total energy = -46485.82468 eV
M = 530.7 g/mol

Number 1: HOMO-LUMO gap 7.024 eV. Number 2: HOMO-LUMO gap 7.061 eV.